Entry 1:
This record from the OMol25 dataset describes a cluster of 2 separate species, C4H8N2O2 in total in a non-equilibrium geometry. The level of theory is wB97M-V/def2-TZVPD.

The value obtained for the electronic energy is -11347.37928 eV. As for the LUMO energy: -0.020 eV.

Structure (ORCA input):
```
! wB97M-V def2-TZVPD RIJCOSX def2/J DEFGRID3
* xyz 0 1
O 2.79909 0.77757 -0.12400
O 2.58997 -1.33488 -0.50217
N 2.41761 -0.36547 0.16124
N 0.35342 1.58975 -0.48662
C -1.42730 -0.01153 0.31189
C -0.11127 0.61730 0.16751
C -2.08102 -0.16960 -1.04755
C 1.44570 -0.40952 1.13674
H -3.19444 -0.55152 -0.92023
H -1.95257 0.70134 -1.61091
H 1.43603 1.61245 -0.33161
H -2.07159 0.67280 0.97031
H -1.67686 -1.01895 -1.72089
H -1.35462 -1.09201 0.58584
H 1.60858 0.34739 1.87966
H 1.21927 -1.36514 1.53077
*
```

***

Entry 2:
This record from the OMol25 dataset describes a cluster of 15 separate species, C4H39N2O15 in total in a non-equilibrium geometry. The level of theory is wB97M-V/def2-TZVPD.

The value obtained for the electronic energy is -38470.38960 eV. As for the LUMO energy: -2.420 eV.

Structure (ORCA input):
```
! wB97M-V def2-TZVPD RIJCOSX def2/J DEFGRID3
* xyz 1 1
O -1.00583 -3.10215 0.66929
O -1.49850 -2.19996 -1.91128
O -1.04032 3.67488 -2.06185
O -2.38573 1.62608 -2.98740
O 1.73504 3.06166 1.86740
O -0.79421 3.23268 0.59447
O -4.04841 -1.23806 -0.91041
O -2.52803 -1.75864 2.00361
O -1.85642 0.25156 -0.61216
O 1.32369 -2.39442 1.92001
O 1.33606 -1.22191 4.32785
O 3.57742 -1.46277 0.58486
O 3.53782 1.19946 1.18479
O 0.87446 1.51087 4.01473
O -1.51980 -0.83417 -4.29212
N 0.09457 -0.13841 -1.75568
N -0.96180 0.32538 1.71590
C 1.53950 -0.38489 -1.79076
C 0.10412 0.36787 0.67797
C -0.61937 0.09209 -0.66292
C 2.01387 -0.30396 -3.23848
H -1.78930 0.01701 -4.66566
H 1.47655 -3.02202 2.63721
H 2.12787 0.25266 -1.10945
H 2.84609 1.88989 1.26698
H -1.35923 3.94740 0.87682
H -2.23706 -1.41955 -4.57697
H -0.78967 -3.32883 -0.24313
H 0.84751 2.09906 4.76743
H -3.14243 1.08860 -3.18285
H -3.25961 -0.66869 -0.87244
H -1.62088 -1.81920 -2.79682
H 0.52549 1.36248 0.60154
H 2.77691 -1.05072 -3.42932
H 2.21583 -1.54704 4.38389
H 1.69072 -1.43643 -1.45038
H -1.66605 0.97176 1.36313
H -0.16524 -2.90621 1.11955
H 0.94041 -0.32827 0.76894
H 2.36511 0.74041 -3.36104
H 0.91338 -1.50458 3.50534
H -1.34744 -0.67226 1.74551
H -2.41928 -2.24402 -1.61194
H 0.92685 3.23542 1.35571
H 4.14922 1.53499 1.85322
H -0.90871 2.80679 -2.50297
H 1.24457 0.64032 4.19578
H 4.50159 -1.72115 0.54824
H -2.70261 -2.04172 1.10144
H 1.45188 2.69115 2.72284
H -0.88175 3.27138 -0.38555
H -0.55359 0.52484 2.63216
H -2.18005 -2.54426 2.42999
H -1.97681 1.36734 -2.14613
H -0.40920 -0.13681 -2.63145
H 2.21610 -2.20546 1.55226
H -1.85220 3.93677 -2.51431
H 3.51645 -0.50267 0.75370
H -4.53221 -1.27483 -0.08841
H 1.18268 -0.30669 -3.95070
*
```

***

Entry 3:
This record from the OMol25 dataset describes a structure of composition C4H6O2. The level of theory is wB97M-V/def2-TZVPD.

The value obtained for the electronic energy is -8335.62391 eV. As for the LUMO energy: 0.655 eV.

Structure (ORCA input):
```
! wB97M-V def2-TZVPD RIJCOSX def2/J DEFGRID3
* xyz 0 1
O 1.59904 -0.23175 -0.63451
O -1.04697 0.01326 1.07821
C -1.66617 -1.11571 0.87769
C 0.25799 -0.52807 -1.03727
C -0.31496 0.53079 -0.10770
C 1.15341 0.81593 0.22521
H -0.02371 -1.57008 -0.86855
H 1.37327 0.61372 1.27264
H 1.60025 1.77806 -0.04133
H 0.08827 -0.23443 -2.07146
H -0.92665 1.31490 -0.56695
H -2.09377 -1.38664 1.87402
*
```

***

Entry 4:
This record from the OMol25 dataset describes a cluster of 6 separate species, C24H47ClNO7 in total. The level of theory is wB97M-V/def2-TZVPD.

The value obtained for the electronic energy is -53994.67996 eV. As for the LUMO energy: 2.486 eV.

Structure (ORCA input):
```
! wB97M-V def2-TZVPD RIJCOSX def2/J DEFGRID3
* xyz -1 1
Cl -1.90398 2.52881 -0.35354
O -4.77478 3.47561 4.46090
O -1.91978 -1.99009 0.36179
O -1.66811 -1.14112 -1.72024
O 3.55368 2.48585 -1.77137
O 3.66922 -1.86844 -2.94197
O -4.77702 -5.56540 -2.35926
O 0.12620 0.71421 3.67297
N -0.87340 1.21457 -0.87575
C 4.21329 3.10656 -2.86738
C -4.41443 1.80095 2.83096
C 2.36344 -2.03198 -4.89869
C -3.27873 1.74969 3.84531
C -5.47945 -4.16617 -0.59185
C 2.36398 0.56303 4.39687
C 1.32705 1.47619 3.75166
C -0.83795 0.11455 0.11238
C 0.39157 -0.66188 3.93942
C -1.55650 -1.13759 -0.47067
C -3.71105 -4.63733 -2.07386
C -5.47704 2.58944 3.58342
C -3.38730 3.12104 4.49433
C 3.04779 -2.82718 -3.79345
C 3.29325 -0.82457 -5.02457
C 5.32553 3.76408 -0.88924
C 1.61916 -0.05227 -0.64202
C -4.34010 -3.47033 -1.33468
C 4.98200 4.28769 -2.28425
C 0.61486 -0.22955 0.49053
C 1.90770 -0.80866 3.89804
C 3.66340 -0.58353 -3.56592
C -5.93545 -5.19849 -1.61611
C 4.06245 2.98473 -0.53831
H 2.29399 0.61384 5.48630
H 2.60372 -0.40304 -0.31301
H -2.82062 3.86898 3.92895
H -1.37131 0.40644 1.01752
H 4.17796 -1.08246 -5.61292
H -3.62121 -2.95676 -0.69550
H 6.18542 3.09244 -0.94036
H 1.33556 -0.65312 -1.50814
H -3.45884 0.96286 4.58250
H 5.85365 4.55679 -2.88034
H 2.24099 -0.96578 2.87042
H -5.09593 -4.66221 0.30317
H 2.92067 0.05096 -3.07489
H 5.54697 4.54936 -0.16720
H 1.12974 2.38246 4.32796
H -3.24112 -4.34598 -3.01261
H 3.81423 -3.49554 -4.20628
H -0.11971 -1.26276 3.18622
H 3.46427 3.40079 -3.60423
H 4.24494 2.14069 0.12843
H 2.81823 0.04368 -5.48031
H 4.89490 2.38658 -3.33666
H -6.68312 -4.77068 -2.29674
H 0.91236 0.37763 1.34658
H 4.33335 5.16291 -2.20955
H -0.00728 -0.92147 4.92764
H -1.36320 0.80915 -1.67703
H 2.25742 -2.60313 -5.82078
H 4.64875 -0.13157 -3.43468
H 3.38294 0.81817 4.10653
H 1.37163 -1.71272 -4.57420
H 1.72822 0.98897 -0.93458
H -4.75789 0.81822 2.51218
H -2.30656 1.56840 3.38950
H -3.04491 3.13858 5.53029
H 2.26474 -1.63885 4.50692
H 0.62330 -1.27083 0.82683
H -6.12175 3.18247 2.93260
H -6.36068 -6.09945 -1.16591
H -2.96291 -5.13811 -1.45187
H 3.30998 3.63246 -0.07561
H -6.10957 1.92499 4.18382
H 1.63686 1.76965 2.74349
H 2.35148 -3.42094 -3.20033
H -4.06919 2.34121 1.94823
H -4.73852 -2.74378 -2.04728
H -6.28140 -3.49191 -0.29056
*
```

***

Entry 5:
This record from the OMol25 dataset describes an isolated molecule of C2H3NO2 in a non-equilibrium geometry. The level of theory is wB97M-V/def2-TZVPD.

The value obtained for the electronic energy is -7703.62370 eV. As for the LUMO energy: 0.289 eV. The SMILES is C=NOC=O.

Structure (ORCA input):
```
! wB97M-V def2-TZVPD RIJCOSX def2/J DEFGRID3
* xyz 0 1
O -0.51341 -0.26163 -0.33706
O -0.92584 -2.23254 -1.36944
N 0.38731 0.44421 0.38013
C -0.59638 -1.72005 -0.31210
C 0.60723 1.65728 0.26894
H 0.06728 2.24584 -0.51605
H 0.97055 2.19204 1.37644
H 0.00325 -2.32515 0.50914
*
```

***

Quick rundown of HOMO-LUMO gap, same order as above: 9.6; 10.6; 9.4; 7.3; 10.2 eV